# 1
The following is a quantum chemistry calculation of a molecular structure, C20H44Cr2F6N6O17S2 at a distorted geometry, from the Open Molecules 2025 dataset.

```
! wB97M-V def2-TZVPD RIJCOSX def2/J DEFGRID3
* xyz 0 9
Cr 0.68869 -2.05012 1.46815
Cr 1.74213 0.95659 -1.94234
C -2.30443 -0.16757 3.27797
F -3.58994 0.11980 3.42748
F -1.86597 0.36743 2.14012
F -1.60572 0.34294 4.29109
S -2.11164 -2.02240 3.30359
O -2.77568 -2.44136 4.48451
O -2.63171 -2.52699 2.07634
N -0.48338 -2.24046 3.28238
S 0.22563 -2.28250 4.74386
O 1.62274 -1.98663 4.62578
O -0.47725 -1.61068 5.78630
C 0.19473 -4.07518 5.19340
F -1.05653 -4.51432 5.25958
F 0.86387 -4.82083 4.29469
F 0.77026 -4.22516 6.38579
C -2.55080 -0.28515 -1.02403
C -1.07718 -0.36358 -0.73540
O -0.29342 0.40128 -1.34725
O -0.68901 -1.21114 0.10424
H -2.97176 0.68343 -0.76595
H -3.06428 -1.05011 -0.44328
H -2.70780 -0.52023 -2.07909
N 2.10323 -2.06451 -1.69711
O 1.99636 -1.98338 -0.46377
O 2.42469 -0.98246 -2.31508
O 1.94444 -3.07729 -2.31646
N 1.73798 0.97741 1.37531
O 1.71233 2.01341 1.98591
O 1.54357 -0.11550 1.96824
O 1.97943 0.98887 0.13566
C -3.67969 4.86139 -0.55403
C -4.52295 3.97097 -1.45740
C -3.74811 3.27272 -2.52996
O -4.59469 2.46856 -3.29817
C -3.99912 2.02622 -4.48701
N -5.23418 2.96807 -0.60463
H -3.42181 5.80589 -1.04377
H -2.69956 4.41189 -0.34912
H -4.22652 5.05083 0.36442
H -5.36587 4.52976 -1.86984
H -2.87848 2.72651 -2.12740
H -3.23536 4.05570 -3.13465
H -4.63895 1.23262 -4.88599
H -3.01109 1.57074 -4.35038
H -3.97277 2.80529 -5.25755
H -4.56118 2.47441 -0.02165
H -5.61397 2.27322 -1.24207
C 0.86555 -0.15065 -4.89700
O 0.75796 0.83334 -3.88939
C 0.31276 2.11968 -4.31427
C -0.03173 2.90429 -3.07416
N 1.13878 3.02968 -2.15799
C 0.69565 3.55312 -0.80119
C 0.36232 5.00878 -0.88040
O 1.33157 5.64065 -1.70056
C 1.07710 7.01204 -1.88112
H 1.91460 -0.32894 -5.15162
H 0.42601 0.20319 -5.83346
H 0.41117 -1.07470 -4.55665
H -0.65877 1.95128 -4.80384
H 0.97413 2.57282 -5.05631
H -0.78182 2.36578 -2.49520
H -0.42456 3.89933 -3.30154
H 1.59106 3.89302 -2.47957
H 1.54712 3.41741 -0.14065
H -0.14247 2.95117 -0.45395
H 0.45771 5.46577 0.11903
H -0.69783 5.21379 -1.09895
H 0.79084 7.52105 -0.95256
H 0.28587 7.19759 -2.61944
H 1.97207 7.51568 -2.24512
C -0.97495 -4.33255 0.07074
O 0.23346 -3.93741 0.70417
C 1.01733 -5.03007 1.12064
C 2.45889 -4.55451 1.37456
N 2.41244 -3.29790 2.18236
C 3.66551 -2.49500 2.19514
C 4.89397 -3.31268 2.53993
O 4.56321 -4.06387 3.68572
C 5.63087 -4.86272 4.13056
H -0.76216 -4.97548 -0.78210
H -1.53164 -3.44568 -0.21843
H -1.64443 -4.81763 0.79032
H 1.11029 -5.72105 0.27175
H 0.63788 -5.59483 1.97377
H 2.95537 -4.38441 0.41934
H 2.97247 -5.34237 1.93117
H 2.47744 -3.67775 3.12889
H 3.53484 -1.75335 2.98812
H 3.71341 -1.91904 1.26944
H 5.79527 -2.70627 2.67126
H 5.12420 -4.03375 1.73289
H 5.37947 -5.20241 5.13610
H 6.53201 -4.25244 4.22947
H 5.74044 -5.74042 3.48866
*
```

Results
E_tot (eV): -160013.650
E_HOMO (spin up / spin down) (eV): -7.30 / -9.53
HOMO-LUMO gap (spin up / spin down) (Eh): 0.263 / 0.339
Lowest unoccupied orbital energy (spin up / spin down) (eV): -0.1 / -0.3

Results of the Mulliken charge analysis, in e, for atoms 1 through 6:
1 Cr 0.849
2 Cr -0.122
3 C 0.629
4 F -0.236
5 F -0.126
6 F -0.196

# 2
The following is a quantum chemistry calculation of 6 unconnected molecules or ions with the total composition C20H44F6N6O14S6 at a distorted geometry, from the Open Molecules 2025 dataset.

```
! wB97M-V def2-TZVPD RIJCOSX def2/J DEFGRID3
* xyz 0 1
C -8.11991 12.12976 -7.44802
C -6.77688 11.83395 -8.07107
O -6.50871 10.71878 -8.48309
N -5.95648 12.99444 -8.51219
H -5.74613 13.72254 -7.84458
H -5.06693 12.58874 -8.76559
C -6.41934 13.64064 -9.79842
H -8.09654 12.86711 -6.64561
H -8.51604 11.25401 -6.93396
H -8.77530 12.49536 -8.23852
H -6.60882 12.81948 -10.48972
H -5.60824 14.16622 -10.30240
H -7.35440 14.17963 -9.64597
C -13.33490 4.80327 1.34780
C -11.95084 5.01048 0.60795
C -11.65123 3.88515 -0.46789
C -12.31801 3.96017 -1.79513
C -12.10516 5.34312 -2.47868
C -12.68148 6.46630 -1.47084
N -11.98245 6.28946 -0.11758
O -12.09759 7.42541 0.66087
C -14.23577 6.45750 -1.33332
C -12.27854 7.76311 -2.18705
C -10.78742 5.04378 1.63080
H -13.79023 5.73804 1.67489
H -13.18582 4.19429 2.23945
H -14.07632 4.32200 0.71002
H -11.97649 2.94420 -0.02413
H -10.58397 3.79455 -0.66999
H -13.36581 3.66559 -1.73641
H -11.91130 3.20410 -2.46673
H -12.61817 5.44240 -3.43527
H -11.06010 5.39757 -2.78365
H -14.65824 7.16948 -0.62430
H -14.60387 5.43954 -1.20549
H -14.73385 6.76515 -2.25276
H -12.76484 7.79657 -3.16199
H -11.26123 7.79613 -2.57702
H -12.62557 8.66769 -1.68765
H -10.79178 4.08610 2.15133
H -11.04671 5.72457 2.44159
H -9.79099 5.18361 1.21167
C -11.39559 8.60339 -10.40565
C -12.66773 9.00272 -9.71728
C -13.51574 10.12755 -10.31924
N -14.97978 10.29984 -9.79057
C -15.23192 10.47582 -8.21456
C -15.92844 9.21227 -10.40305
C -16.44484 9.87390 -11.74962
C -16.18609 11.34082 -11.71060
C -15.55302 11.56054 -10.32803
H -10.77649 8.10524 -9.65956
H -10.88114 9.39155 -10.95541
H -11.74702 7.93457 -11.19132
H -12.41926 9.27952 -8.69271
H -13.26035 8.09938 -9.57270
H -13.65207 10.05222 -11.39805
H -13.04577 11.07980 -10.07341
H -16.27979 10.47851 -7.91445
H -14.50758 11.19846 -7.83877
H -14.76121 9.50298 -8.07279
H -16.76209 9.18086 -9.70153
H -15.44467 8.24929 -10.56657
H -17.49585 9.60913 -11.86519
H -15.85251 9.43261 -12.55119
H -16.99641 12.04323 -11.90581
H -15.39798 11.57181 -12.42727
H -16.41599 11.86303 -9.73483
H -14.83991 12.38370 -10.28318
N -11.50679 14.93216 -10.44764
S -11.50045 15.07347 -12.14115
O -10.51093 15.95460 -12.75204
O -12.73970 14.75156 -12.87994
F -10.57449 13.66043 -12.22610
S -11.57796 16.36394 -10.08055
O -12.94281 17.01998 -10.08305
O -10.41513 17.20161 -10.37744
F -11.29171 16.14866 -8.49208
N -1.93948 11.57676 -9.86376
S -1.84158 10.65321 -11.03051
O -0.65296 10.23941 -11.71666
O -3.06528 10.77876 -11.80002
F -2.18269 9.29722 -10.16843
S -1.03664 12.78571 -10.58516
O -1.71018 13.70106 -11.53226
O 0.41240 12.63817 -10.75514
F -1.19636 13.64881 -9.18491
N -4.86142 16.19157 -5.47247
S -4.37607 16.42950 -4.09330
O -5.18708 16.99057 -3.05595
O -2.93494 16.55248 -3.83753
F -4.68377 14.95625 -3.62428
S -5.01911 17.82418 -5.78454
O -3.85789 18.70197 -5.61215
O -6.32498 18.40695 -5.65874
F -4.97929 17.59126 -7.36091
*
```

Results
E_tot (eV): -140356.582
E_HOMO (eV): -7.78
HOMO-LUMO gap (Eh): 0.023
Lowest unoccupied orbital energy (eV): -7.1

Results of the Mulliken charge analysis, in e, for atoms 1 through 6:
1 C -1.019
2 C 0.536
3 O -0.440
4 N 0.040
5 H 0.302
6 H 0.309

# 3
The following is a quantum chemistry calculation of a molecular structure, C20H45AsF6HfN3S2SbSi3 at a distorted geometry, from the Open Molecules 2025 dataset.

```
! wB97M-V def2-TZVPD RIJCOSX def2/J DEFGRID3
* xyz 3 2
Hf -0.96456 -0.24442 0.32352
C 4.95755 1.13139 -0.11224
Si 1.84135 1.10201 -0.90916
C 2.64220 2.63327 -1.60974
C 1.25143 -0.04995 -2.28863
C 0.35478 1.50790 0.15211
Si 0.74934 2.06451 1.97525
C 1.29135 0.63075 3.05462
C 2.11774 3.33751 1.95684
C -0.77138 2.76662 2.82541
Si -0.70239 2.81308 -0.68560
C -0.27233 4.59480 -0.36173
C -0.96077 2.57331 -2.53110
C -2.43926 2.45887 0.04800
C -3.50570 3.34546 -0.05791
C -4.71525 3.05908 0.55356
C -4.85263 1.87115 1.26474
C -3.78516 1.00046 1.30326
N -2.61302 1.27730 0.69419
H 5.23213 1.19030 -1.16085
H 5.76210 0.65337 0.44232
H 4.80794 2.12671 0.29695
H 3.47990 2.40132 -2.26732
H 3.00096 3.28123 -0.81089
H 1.93346 3.21142 -2.20155
H 2.06862 -0.61274 -2.73839
H 0.78281 0.52927 -3.08506
H 0.52297 -0.82129 -1.97797
H 2.22908 0.21352 2.69818
H 0.56400 -0.17590 3.17589
H 1.45809 1.05289 4.04755
H 3.08010 2.85662 1.77585
H 2.18684 3.82819 2.92752
H 1.98219 4.11428 1.20874
H -1.50706 2.00207 3.08438
H -1.28395 3.56772 2.29638
H -0.41727 3.18687 3.76928
H 0.74353 4.80053 -0.69919
H -0.33515 4.86449 0.69072
H -0.93039 5.26158 -0.91944
H -0.05640 2.74252 -3.11364
H -1.69263 3.30874 -2.86975
H -1.34606 1.58928 -2.81326
H -3.37361 4.27970 -0.58595
H -5.54128 3.75549 0.49520
H -5.76694 1.62998 1.78738
H -3.82642 0.07162 1.86074
F 0.74695 -1.30026 0.70862
Sb -0.36819 -3.60019 1.07527
F -1.62167 -1.10554 1.94990
F 3.68319 -4.63297 0.94967
F -2.14981 -4.27580 1.02091
F -1.14163 -2.31238 -0.36246
F 0.27212 -4.56368 -0.41386
C -5.04233 -3.93901 -2.72963
N -4.55829 -2.56800 -2.48141
C -3.98694 -2.10820 -1.38212
S -3.03638 -0.63817 -1.68057
N -4.06263 -2.63269 -0.18679
C -5.03162 -3.64385 0.27679
H -5.06715 -4.07138 -3.80713
H -6.04389 -4.07650 -2.32827
H -4.34601 -4.65278 -2.29668
H -4.57958 -1.93788 -3.27274
H -3.39256 -2.31615 0.49881
H -4.72952 -4.64277 -0.02682
H -6.01952 -3.39598 -0.10146
H -5.04406 -3.59393 1.36144
C 5.96492 -3.03064 0.31541
As 4.08050 -2.97448 0.57423
C 3.65345 -2.31478 2.31962
C 3.21562 -2.96062 -1.13445
S 3.47991 0.09565 0.14837
H 6.17875 -3.93206 -0.26206
H 6.46299 -3.07744 1.28265
H 6.29459 -2.15273 -0.23950
H 3.97567 -3.13006 2.97048
H 2.58956 -2.11992 2.41948
H 4.21284 -1.40420 2.51174
H 3.31317 -3.98871 -1.48349
H 3.75306 -2.26161 -1.77045
H 2.17472 -2.67348 -1.05842
*
```

Results
E_tot (eV): -156217.540
E_HOMO (spin up / spin down) (eV): -16.28 / -16.28
HOMO-LUMO gap (spin up / spin down) (Eh): 0.285 / 0.140
Energy above the lowest of the compared OMol25 structures with the same formula, charge and spin (kJ/mol): 14.7
Lowest unoccupied orbital energy (spin up / spin down) (eV): -8.5 / -12.5

Results of the Mulliken charge analysis, in e, for atoms 1 through 6:
1 Hf 0.347
2 C -1.331
3 Si -0.349
4 C -1.125
5 C -0.961
6 C 1.514

# 4
The following is a quantum chemistry calculation of a molecular structure, C20H45AuBrN5O7P2SbSi3, from the Open Molecules 2025 dataset.

```
! wB97M-V def2-TZVPD RIJCOSX def2/J DEFGRID3
* xyz 1 1
Au 0.25660 -0.12739 -2.05098
O 4.72372 1.42499 -1.13513
P 3.21223 0.98331 -1.24606
O 2.93635 0.26609 0.14568
O 2.99197 0.18845 -2.44841
O 2.39418 2.33937 -1.06275
P 0.97362 2.92282 -1.67291
O 0.10862 2.87556 -0.29734
O 1.13304 4.30086 -2.12087
O 0.40441 1.84868 -2.57062
H 4.94979 1.93968 -0.35162
H -0.15080 3.78240 -0.08840
C -2.84273 -0.43963 -4.24631
N -4.27266 -0.30982 -4.51295
C -4.59577 1.12116 -4.55854
N -4.25377 1.80176 -3.30526
C -2.82338 1.62523 -3.06193
N -2.45584 0.20265 -2.98213
C -3.24094 -0.40588 -1.90839
N -4.68017 -0.27909 -2.11253
C -5.00701 -0.90973 -3.39969
C -4.98951 1.15459 -2.22146
H -2.28359 0.02626 -5.05976
H -2.57931 -1.50004 -4.20054
H -5.66411 1.23778 -4.74666
H -4.04386 1.58494 -5.37736
H -2.55340 2.10989 -2.11992
H -2.24944 2.09423 -3.86141
H -2.97606 0.08855 -0.96830
H -2.98104 -1.46849 -1.84156
H -6.07778 -0.80604 -3.58052
H -4.76492 -1.97345 -3.34359
H -4.73445 1.64316 -1.27755
H -6.06040 1.27089 -2.39463
C -1.89431 -1.61641 1.45311
Si -1.14440 -0.06730 2.13104
C -0.85655 -0.17013 3.95853
C -1.97750 1.46791 1.53649
Sb 1.48247 0.30958 1.50729
Si 2.33200 2.48219 2.69461
C 4.10223 2.70092 2.15001
C 1.37459 4.02810 2.30044
C 2.19681 2.15027 4.52941
Si 2.86863 -1.53870 2.68240
C 2.33096 -1.84907 4.44492
C 4.66822 -1.07612 2.58962
C 2.51264 -3.07493 1.67722
H -2.85583 -1.74572 1.96233
H -1.29708 -2.50026 1.67853
H -2.10032 -1.55535 0.38781
H -1.86920 -0.07758 4.37166
H -0.26481 0.63808 4.38086
H -0.45568 -1.12592 4.28572
H -3.05156 1.27911 1.44279
H -1.59495 1.76690 0.56316
H -1.84830 2.28893 2.24374
H 4.11056 3.10962 1.13676
H 4.70597 1.79589 2.19003
H 4.56346 3.45017 2.79908
H 1.54641 4.36659 1.28010
H 1.73944 4.80760 2.97619
H 0.30248 3.92240 2.47107
H 2.69952 1.23970 4.85523
H 1.16250 2.12583 4.87067
H 2.67600 2.98989 5.04103
H 2.37952 -0.98070 5.10097
H 3.00993 -2.60479 4.84981
H 1.32553 -2.26562 4.49706
H 4.90184 -0.19262 3.18510
H 4.98557 -0.90178 1.56169
H 5.25182 -1.90611 2.99646
H 1.46192 -3.36434 1.74996
H 3.11021 -3.90545 2.06133
H 2.76432 -2.94213 0.62305
Br 0.92615 -6.77661 -2.37422
C 0.73055 -4.92072 -2.21230
C 0.15572 -4.37548 -1.07559
C 0.03154 -3.00374 -0.99785
N 0.42996 -2.17953 -1.97043
C 1.00237 -2.71709 -3.06118
C 1.16714 -4.07767 -3.22107
H -0.18419 -5.00165 -0.26362
H -0.39632 -2.53416 -0.12974
H 1.34599 -2.02254 -3.81487
H 1.63247 -4.46319 -4.11594
*
```

Results
E_tot (eV): -165739.627
E_HOMO (eV): -10.47
HOMO-LUMO gap (Eh): 0.237
Energy above the lowest of the compared OMol25 structures with the same formula, charge and spin (kJ/mol): 220.4
Lowest unoccupied orbital energy (eV): -4.0

Results of the Mulliken charge analysis, in e, for atoms 1 through 6:
1 Au 0.387
2 O -0.564
3 P 0.299
4 O -0.251
5 O -0.692
6 O -0.278

# 5
The following is a quantum chemistry calculation of a molecular structure, C20H45Cl2Cu2N2O at a distorted geometry, from the Open Molecules 2025 dataset.

```
! wB97M-V def2-TZVPD RIJCOSX def2/J DEFGRID3
* xyz 3 1
Cu 2.54719 -4.94428 -0.38862
Cu 4.03481 0.31140 -0.99335
C -5.02015 2.24089 -7.07578
C -4.12396 2.82322 -5.90292
C -2.71145 2.29984 -5.84463
C -2.58794 0.75552 -5.38312
N -1.76768 -0.08193 -6.42169
C -0.24934 0.31146 -6.32148
C 0.05390 0.85186 -7.71812
C -0.93478 0.27452 -8.77710
C -2.17602 0.00934 -7.92991
C -2.10481 -1.50570 -6.02550
H -5.42588 1.24332 -6.90746
H -4.44801 2.09446 -7.99192
H -5.78322 2.96473 -7.36191
H -4.51004 2.84665 -4.88386
H -3.89985 3.87388 -6.08733
H -2.05657 2.94330 -5.25710
H -2.13998 2.38769 -6.76864
H -3.57166 0.28633 -5.36694
H -2.03754 0.74300 -4.44238
H 0.49552 -0.48040 -6.24248
H 0.04004 0.98565 -5.51537
H 1.03614 0.49541 -8.02836
H 0.11000 1.93753 -7.79731
H -0.51299 -0.61548 -9.24410
H -1.16254 0.98184 -9.57455
H -2.90615 -0.74241 -8.22971
H -2.61668 1.00537 -7.97278
H -1.49098 -2.22067 -6.57333
H -3.15629 -1.76815 -6.14223
H -1.79795 -1.50375 -4.97959
C 2.21322 3.70541 4.34144
C 3.29449 2.75643 4.72557
C 2.88331 1.38869 5.26938
C 3.98135 0.50383 5.63545
N 3.47154 -0.68605 6.46081
C 4.55011 -1.82789 6.46617
C 5.23757 -1.57432 7.80998
C 4.19845 -1.09936 8.82662
C 3.32046 -0.18220 7.94874
C 2.26718 -1.36981 5.86207
H 2.59213 4.47564 3.66970
H 1.92257 4.20387 5.26620
H 1.43445 3.23169 3.74378
H 4.03835 3.19147 5.39304
H 3.68865 2.44441 3.75842
H 2.26134 1.05418 4.43910
H 2.30720 1.71465 6.13538
H 4.86205 1.07829 5.92261
H 4.34078 -0.01012 4.74393
H 4.26909 -2.88052 6.43287
H 5.19673 -1.70036 5.59800
H 5.73816 -2.46121 8.19846
H 5.99760 -0.80266 7.68757
H 3.56818 -1.89563 9.22264
H 4.65072 -0.56143 9.65978
H 2.31865 -0.34915 8.34448
H 3.52160 0.88541 8.03740
H 2.03434 -2.29596 6.38759
H 2.39188 -1.48559 4.78545
H 1.41413 -0.69272 5.90621
O 0.49691 -1.43284 -0.71865
H -0.46576 -1.29462 -0.62554
Cl -5.76021 -1.46797 1.51204
C -5.07456 -3.06572 1.71939
C -5.71070 -3.87845 2.87867
Cl -5.19540 -3.18597 4.49246
H -4.01920 -2.92061 1.95016
H -4.99187 -3.64634 0.80060
H -5.58226 -4.93791 2.65694
H -6.78842 -3.73305 2.80468
*
```

Results
E_tot (eV): -140787.531
E_HOMO (eV): -14.03
HOMO-LUMO gap (Eh): 0.138
Lowest unoccupied orbital energy (eV): -10.3

Results of the Mulliken charge analysis, in e, for atoms 1 through 6:
1 Cu 0.847
2 Cu 0.824
3 C -1.096
4 C -0.696
5 C -0.698
6 C -0.809

> The lowest E_tot belongs to which entry?

C20H45AuBrN5O7P2SbSi3

> What is the E_tot in the third record?

-156217.540 eV

> Number 5 is which compound?

C20H45Cl2Cu2N2O